Density functional theory data (ωB97M-V with the def2-TZVPD basis set) for a structure of composition C20H37AuO3PSe2.

XYZ file:
```
64
C20H37AuO3PSe2 ωB97M-V with the def2-TZVPD basis set
Au 1.57 -1.77 -0.93
C 4.46 -3.37 0.41
Se 3.92 -1.68 -0.39
C 4.19 -0.54 1.21
C 3.68 -1.11 2.52
Se 1.78 -1.60 2.47
C 1.77 -2.07 4.37
H 5.47 -3.29 0.82
H 4.42 -4.10 -0.39
H 3.73 -3.62 1.18
H 3.66 0.38 0.96
H 5.26 -0.32 1.29
H 3.79 -0.35 3.30
H 4.25 -1.99 2.82
H 2.48 -2.87 4.57
H 0.77 -2.42 4.61
H 2.00 -1.20 4.98
C -0.19 4.65 2.14
C 1.06 4.05 1.52
O 0.82 3.60 0.20
P 0.65 1.94 -0.01
O -0.94 1.78 0.04
C -1.85 2.27 -0.96
C -2.84 3.23 -0.32
O 0.88 1.98 -1.62
C 2.18 1.66 -2.11
C 2.03 0.86 -3.38
H 0.02 5.04 3.14
H -0.97 3.90 2.21
H -0.55 5.48 1.52
H 1.42 3.22 2.14
H 1.87 4.79 1.48
H -2.36 1.40 -1.36
H -1.30 2.75 -1.76
H -3.36 2.74 0.50
H -3.58 3.54 -1.06
H -2.33 4.11 0.06
H 2.72 1.07 -1.36
H 2.73 2.60 -2.28
H 1.50 -0.07 -3.16
H 3.02 0.61 -3.79
H 1.47 1.42 -4.13
C -1.23 -2.46 0.71
C -1.50 -2.28 -0.78
C -1.82 -3.70 -1.34
C -0.30 -1.66 -1.47
C -2.74 -1.42 -1.03
C -3.19 -1.23 -2.34
C -4.32 -0.47 -2.62
C -5.04 0.13 -1.59
C -4.61 -0.06 -0.29
C -3.48 -0.82 -0.01
H -0.34 -3.08 0.82
H -2.06 -2.95 1.23
H -1.02 -1.49 1.18
H -0.95 -4.34 -1.15
H -1.97 -3.67 -2.42
H -2.71 -4.13 -0.87
H -0.51 -1.25 -2.46
H -2.64 -1.67 -3.16
H -4.63 -0.34 -3.65
H -5.92 0.72 -1.80
H -5.15 0.40 0.53
H -3.16 -0.93 1.02
```

Summary:
energy above the lowest of the compared OMol25 structures with the same formula, charge and spin: 0.0 kcal per mole
molecular weight: 711.4 g mol⁻¹
net charge: -1
Kohn-Sham gap: 3.587 eV
HOMO level: -1.31 eV

Here are the Mulliken charges for atoms 1 to 2, given in e: atom 1 (Au): -0.74, atom 2 (C): -0.92

---

Density functional theory data (ωB97M-V with the def2-TZVPD basis set) for the ion C4H2IN2OS with charge -1.

XYZ file:
```
11
C4H2IN2OS ωB97M-V with the def2-TZVPD basis set
C 1.39 0.43 -0.49
C -1.23 -0.35 0.32
C -0.73 0.83 -1.31
C -0.17 -0.78 1.08
N 0.56 0.99 -1.33
N 1.11 -0.42 0.50
O -0.10 -1.46 2.11
S -1.92 1.31 -2.27
I -3.20 -0.48 0.97
H 2.44 0.68 -0.63
H 1.87 -0.77 1.06
```

Summary:
energy above the lowest of the compared OMol25 structures with the same formula, charge and spin: 0.0 kcal per mole
molecular weight: 253.0 g mol⁻¹
net charge: -1
Kohn-Sham gap (alpha / beta): 6.495 / 6.494 eV
HOMO level (alpha / beta): -3.38 / -3.38 eV

Here are the Mulliken charges for atoms 1 to 2, given in e: atom 1 (C): 0.21, atom 2 (C): -0.51